# 1
The following is a DFT calculation (ωB97M-V with the def2-TZVPD basis set) of a molecular structure, C37H40CrNP3 in a non-equilibrium geometry.

```
82
Properties=species:S:1:pos:R:3:lowdin_charge:R:1
C 2.157 1.232 -4.969 -0.02
C 2.247 1.265 -3.578 -0.21
C 1.678 2.361 -2.870 -0.17
C 1.078 3.450 -3.614 -0.13
C 1.026 3.373 -5.033 -0.02
C 1.537 2.269 -5.691 -0.06
C 0.538 4.504 -2.874 0.07
C 0.702 4.585 -1.488 -0.13
C 1.363 3.476 -0.837 -0.17
C 1.648 3.549 0.556 -0.22
C 1.137 4.608 1.302 -0.03
C 0.417 5.650 0.687 -0.06
C 0.235 5.664 -0.685 -0.02
H 2.579 0.377 -5.506 0.12
H 0.554 4.198 -5.573 0.12
H 1.478 2.203 -6.775 0.11
H 0.088 5.352 -3.393 0.13
H 1.314 4.620 2.381 0.12
H 0.022 6.450 1.312 0.11
H -0.274 6.496 -1.177 0.12
N 1.601 2.320 -1.514 0.12
Cr 0.455 -0.068 -0.291 -0.12
C 2.917 0.176 -2.768 -0.27
H 3.474 0.625 -1.934 0.09
H 3.591 -0.417 -3.397 0.10
C 2.491 2.447 1.158 -0.28
H 3.255 2.114 0.444 0.09
H 2.966 2.775 2.089 0.10
P 1.719 -0.974 -1.934 0.76
P 1.494 0.951 1.515 0.79
C 0.472 1.522 2.906 -0.23
H -0.210 0.730 3.233 0.03
H 1.105 1.834 3.750 0.06
H -0.146 2.364 2.575 0.04
C 2.648 -0.234 2.268 -0.24
H 3.058 0.178 3.200 0.06
H 2.127 -1.174 2.484 0.03
H 3.465 -0.444 1.568 0.04
C 0.791 -1.639 -3.348 -0.24
H 1.450 -2.149 -4.062 0.06
H 0.032 -2.338 -2.985 0.04
H 0.281 -0.825 -3.865 0.04
C 2.774 -2.336 -1.371 -0.25
H 2.156 -3.108 -0.904 0.02
H 3.340 -2.772 -2.208 0.06
H 3.474 -1.965 -0.614 0.04
H -0.600 1.266 -1.112 0.07
H -0.801 0.502 -1.426 0.05
C -4.490 -4.259 -0.880 -0.07
C -4.269 -2.983 -1.421 -0.07
C -3.208 -2.198 -0.960 -0.10
C -2.358 -2.665 0.061 -0.33
C -2.600 -3.942 0.605 -0.08
C -3.642 -4.738 0.116 -0.07
P -1.120 -1.484 0.755 0.99
C -2.221 -0.436 1.778 -0.36
C -2.532 0.840 1.269 -0.12
C -3.534 1.610 1.856 -0.07
C -4.227 1.130 2.967 -0.07
C -3.894 -0.116 3.509 -0.06
C -2.917 -0.911 2.902 -0.09
C -0.221 -2.560 1.931 -0.38
C -0.159 -2.351 3.315 -0.11
C 0.552 -3.238 4.130 -0.07
C 1.254 -4.306 3.568 -0.07
C 1.241 -4.487 2.180 -0.07
C 0.494 -3.637 1.368 -0.13
H -5.318 -4.871 -1.240 0.11
H -4.936 -2.600 -2.189 0.11
H -3.047 -1.204 -1.390 0.10
H -1.981 -4.327 1.415 0.10
H -3.796 -5.736 0.540 0.11
H -1.980 1.226 0.403 0.06
H -3.771 2.584 1.429 0.11
H -5.016 1.729 3.414 0.11
H -4.407 -0.486 4.399 0.11
H -2.695 -1.896 3.316 0.11
H -0.689 -1.515 3.773 0.09
H 0.539 -3.086 5.209 0.11
H 1.807 -4.991 4.212 0.11
H 1.805 -5.309 1.734 0.11
H 0.436 -3.831 0.294 0.10
```

As for the spin multiplicity: 4. The orbital gap (spin up / spin down) is 0.2338 / 0.2108 Ha. The calculation puts the electronic energy at -3556.9706 hartree. As for the total charge: +1. For the LUMO energy (spin up / spin down), the calculation gives -0.12561 / -0.12520 Eh. The value obtained for the energy relative to the best compared isomer or geometry (same formula, charge and spin) is 0.00 kcal per mole. The max |F| is 1.87 eV Å⁻¹.

=====

# 2
The following is a DFT calculation (ωB97M-V with the def2-TZVPD basis set) of a molecular structure, C29H31ClN2O3 in a non-equilibrium geometry.

```
66
Properties=species:S:1:pos:R:3:lowdin_charge:R:1
C 5.799 -2.120 -0.794 -0.08
C 4.625 -1.763 -0.191 -0.27
C 3.444 -1.536 -0.918 0.03
C 2.153 -1.326 -0.274 -0.17
C 2.130 -1.225 0.968 -0.10
C 3.236 -1.245 1.878 -0.05
C 4.371 -1.644 1.350 0.00
H 5.359 -1.582 1.621 0.07
H 3.243 -0.936 2.793 0.06
H 1.241 -0.810 1.631 0.16
C 0.830 -0.905 -1.085 -0.20
O 0.778 -0.168 -2.091 0.04
N -0.151 -2.114 -1.029 -0.04
C -0.283 -2.818 0.176 -0.13
H 0.647 -3.012 0.517 0.07
C -1.470 -2.555 1.281 0.01
C -1.447 -1.173 1.377 -0.26
O -1.179 -0.525 2.442 0.04
N -1.819 -0.215 0.181 -0.02
C -2.493 -0.955 -0.793 -0.21
H -3.270 -1.726 -0.682 0.12
C -1.469 -1.617 -1.566 -0.20
H -1.043 -0.972 -2.504 0.16
H -1.776 -2.621 -1.930 0.13
H -2.970 -0.098 -1.781 0.23
C -1.815 1.159 0.241 -0.39
C -0.543 1.512 0.757 0.02
O -0.226 3.105 0.132 -0.07
C 0.536 2.822 -0.826 -0.35
C 2.063 2.440 -0.487 -0.19
C 2.892 2.044 -1.560 -0.02
C 4.141 1.546 -1.302 0.01
C 4.641 1.795 0.146 -0.55
C 3.758 2.172 1.066 -0.16
C 2.460 2.598 0.741 -0.05
H 1.877 3.298 1.514 0.18
H 4.162 2.444 1.925 0.05
Cl 6.220 1.320 0.820 0.64
H 4.814 1.189 -1.897 0.04
H 2.409 1.901 -2.420 0.07
H 0.329 2.063 -1.523 0.08
H 0.471 3.931 -1.146 0.17
H 0.148 0.941 0.573 0.00
H -0.647 1.710 1.866 0.16
H -2.109 1.520 -0.862 0.20
C -2.912 1.638 1.062 -0.13
C -4.296 1.091 0.587 -0.15
C -4.844 -0.073 1.135 -0.01
C -6.127 -0.336 0.469 -0.09
C -6.881 0.256 -0.464 -0.03
C -6.138 1.363 -1.117 -0.04
C -4.961 1.857 -0.596 0.00
H -4.343 2.755 -1.078 0.15
H -6.561 1.721 -1.814 -0.02
H -7.554 -0.267 -0.805 0.01
H -6.569 -1.206 1.224 0.15
H -4.537 -0.470 1.878 0.00
H -3.096 2.796 1.074 0.16
H -2.905 1.488 2.132 0.12
H -2.221 -2.931 1.141 0.00
H -1.089 -3.018 2.042 0.10
H -0.498 -3.885 -0.219 0.16
H 3.318 -1.781 -2.024 0.14
H 6.336 -1.363 -0.633 -0.01
H 5.611 -2.376 -1.906 0.13
H 6.199 -3.111 -0.422 0.13
```

The orbital gap is 0.3285 Ha. The calculation puts the electronic energy at -1918.3614 hartree. For the LUMO energy, the calculation gives 0.01513 Eh. The value obtained for the energy relative to the best compared isomer or geometry (same formula, charge and spin) is 492.49 kcal per mole. The max |F| is 16.70 eV Å⁻¹.

=====

# 3
The following is a DFT calculation (ωB97M-V with the def2-TZVPD basis set) of a molecular structure, C17H18ClNO3Re.

```
41
Properties=species:S:1:pos:R:3:lowdin_charge:R:1
Re 0.593 -0.115 -0.078 1.71
Cl 3.243 -6.805 -1.345 0.77
C 2.403 -5.324 -1.155 -0.64
C 1.107 -5.193 -1.688 -0.02
C 0.391 -4.026 -1.557 0.03
C 0.965 -2.949 -0.886 -0.26
O 0.237 -1.824 -0.753 -0.19
C 2.265 -3.060 -0.350 -0.12
C 2.863 -1.984 0.329 -0.06
O 2.323 -0.850 0.506 -0.17
C 2.978 -4.274 -0.491 -0.01
H 0.670 -6.036 -2.207 0.13
H -0.606 -3.932 -1.962 0.14
H 3.861 -2.092 0.751 0.17
H 3.973 -4.365 -0.076 0.13
C -0.723 1.346 4.179 -0.02
C -1.617 0.515 3.502 -0.04
C -1.243 -0.065 2.306 -0.09
C 0.042 0.179 1.793 -0.34
C 0.956 0.978 2.508 -0.09
C 0.552 1.588 3.686 -0.04
H -1.025 1.797 5.116 0.13
H -2.597 0.325 3.917 0.12
H -1.927 -0.716 1.773 0.11
H 1.974 1.114 2.158 0.11
H 1.240 2.214 4.238 0.12
C -2.457 3.939 -1.984 0.03
N -1.906 2.681 -1.444 -0.08
C -2.804 1.721 -0.783 0.03
C -0.635 2.437 -1.539 -0.38
C 0.320 3.379 -2.180 0.05
O -0.178 1.317 -1.055 -0.21
H -1.985 4.794 -1.504 0.11
H -3.521 3.963 -1.780 0.10
H -2.302 3.987 -3.060 0.11
H -3.820 2.088 -0.865 0.10
H -2.538 1.626 0.269 0.09
H -2.735 0.750 -1.271 0.11
H 0.347 4.318 -1.623 0.12
H 0.005 3.610 -3.198 0.11
H 1.314 2.944 -2.199 0.10
```

As for the spin multiplicity: 2. The orbital gap (spin up / spin down) is 0.2454 / 0.2445 Ha. The calculation puts the electronic energy at -1476.9336 hartree. As for the total charge: +2. For the LUMO energy (spin up / spin down), the calculation gives -0.29155 / -0.29082 Eh. The value obtained for the energy relative to the best compared isomer or geometry (same formula, charge and spin) is 0.00 kcal per mole. The max |F| is 0.38 eV Å⁻¹.

=====

# 4
The following is a DFT calculation (ωB97M-V with the def2-TZVPD basis set) of C11H19NO in the gas phase in a non-equilibrium geometry.

```
32
Properties=species:S:1:pos:R:3:lowdin_charge:R:1
C -0.397 0.812 2.342 -0.63
C 1.118 0.589 1.882 -0.05
C 1.200 0.770 0.328 -0.24
C 0.333 -0.456 -0.220 -0.27
C -0.849 -0.049 -1.205 -0.32
C -1.046 -0.547 0.182 -0.06
C 2.734 0.891 -0.018 -0.05
C 1.266 -1.627 -0.541 0.02
C -1.251 -0.909 -2.394 0.01
C -1.154 1.449 -1.509 -0.01
C -1.902 -1.356 1.005 0.01
N -1.116 1.614 1.584 0.14
O -0.897 0.072 3.219 -0.07
H 1.571 1.408 2.472 0.13
H 1.559 -0.330 2.035 0.08
H 0.862 1.633 -0.071 0.07
H 3.506 0.392 0.659 0.11
H 3.100 1.877 -0.119 0.06
H 2.878 0.574 -1.021 0.05
H 0.597 -2.478 -0.902 0.11
H 1.606 -1.946 0.424 0.09
H 2.003 -1.406 -1.174 0.03
H -2.169 -0.605 -2.692 0.06
H -1.281 -1.865 -2.047 0.06
H -0.567 -0.846 -3.108 0.06
H -0.420 1.749 -2.241 0.08
H -1.034 2.170 -0.775 0.03
H -2.233 1.364 -1.890 0.12
H -1.250 -2.242 1.363 0.14
H -2.753 -1.533 0.424 0.07
H -1.953 -0.742 2.030 0.13
H -2.062 1.577 1.975 0.07
```

The orbital gap is 0.2837 Ha. The calculation puts the electronic energy at -560.3205 hartree. For the LUMO energy, the calculation gives -0.03012 Eh. The value obtained for the energy relative to the best compared isomer or geometry (same formula, charge and spin) is 74.32 kcal per mole. The max |F| is 6.79 eV Å⁻¹.

=====

# 5
The following is a DFT calculation (ωB97M-V with the def2-TZVPD basis set) of 2 unconnected molecules or ions with the total composition C2H5N2S3 in a non-equilibrium geometry.

```
12
Properties=species:S:1:pos:R:3:lowdin_charge:R:1
C -1.000 0.019 -0.750 -0.14
C -1.758 -0.467 1.137 -0.38
N -0.669 -0.396 0.458 0.10
N -2.324 0.121 -0.998 -0.19
S -3.273 -0.149 0.398 1.19
S 2.933 0.145 -0.792 0.15
S 3.515 1.242 0.783 0.18
H -0.442 0.229 -1.627 0.14
H -1.704 -0.829 2.180 0.12
H -2.731 0.480 -1.843 0.14
H 2.733 -1.006 -0.020 -0.16
H 4.720 0.611 1.074 -0.15
```

The orbital gap is 0.2202 Ha. The calculation puts the electronic energy at -1382.9818 hartree. As for the total charge: +1. For the LUMO energy, the calculation gives -0.20772 Eh. The value obtained for the energy relative to the best compared isomer or geometry (same formula, charge and spin) is 16.66 kcal per mole. The max |F| is 3.39 eV Å⁻¹.

=====

# 6
The following is a DFT calculation (ωB97M-V with the def2-TZVPD basis set) of C5H7ClN2O2 in the gas phase in a non-equilibrium geometry.

```
17
Properties=species:S:1:pos:R:3:lowdin_charge:R:1
C -0.689 1.664 -0.324 -0.20
C 0.604 1.237 -0.340 -0.10
C 0.168 -1.162 0.457 -0.19
C -1.646 1.137 0.470 -0.48
C -0.907 -1.316 -0.417 -0.14
N 1.032 0.063 0.274 0.04
N -2.165 -1.688 -0.132 -0.46
O -2.972 -1.636 -1.050 0.00
O -2.453 -1.898 1.088 -0.05
Cl -3.332 1.428 0.142 0.71
H -0.997 2.391 -1.147 0.14
H 1.403 1.714 -0.809 0.10
H -0.424 -1.027 1.488 0.16
H 0.917 -1.910 0.481 0.11
H -1.440 0.545 1.359 0.08
H -0.898 -1.083 -1.414 0.11
H 2.086 -0.136 0.083 0.18
```

The orbital gap (spin up / spin down) is 0.2476 / 0.2154 Ha. The calculation puts the electronic energy at -914.6685 hartree. For the LUMO energy (spin up / spin down), the calculation gives -0.05040 / -0.06390 Eh. The value obtained for the energy relative to the best compared isomer or geometry (same formula, charge and spin) is 123.56 kcal per mole. The max |F| is 4.48 eV Å⁻¹.

=====

# 7
The following is a DFT calculation (ωB97M-V with the def2-TZVPD basis set) of a molecular structure, C6H12F6NO6S2Sn in a non-equilibrium geometry.

```
34
Properties=species:S:1:pos:R:3:lowdin_charge:R:1
Sn 18.766 -14.104 -6.970 1.75
C 15.848 -12.655 -3.279 -0.63
F 16.666 -13.632 -2.835 0.12
F 14.630 -12.776 -2.803 0.18
F 16.324 -11.484 -2.869 0.16
S 15.732 -12.784 -5.194 0.64
O 15.862 -14.200 -5.482 -0.36
O 14.474 -12.184 -5.504 -0.21
N 17.200 -12.069 -5.664 -0.39
S 16.826 -10.615 -6.096 0.53
O 16.439 -10.660 -7.478 -0.27
O 16.035 -9.847 -5.174 -0.24
C 18.581 -9.750 -6.124 -0.65
F 19.115 -9.646 -4.915 0.16
F 19.369 -10.433 -6.978 0.09
F 18.408 -8.545 -6.618 0.18
C 22.766 -10.963 -6.546 -0.07
C 22.594 -12.487 -6.280 -0.25
O 21.686 -13.050 -7.263 -0.17
H 23.521 -10.767 -7.304 0.08
H 22.990 -10.367 -5.660 0.08
H 21.852 -10.441 -6.840 0.06
H 22.276 -12.562 -5.241 0.11
H 23.621 -12.808 -6.444 0.12
H 21.716 -13.998 -7.075 0.04
C 17.103 -17.675 -3.360 -0.05
C 18.017 -16.467 -3.492 -0.27
O 17.867 -15.810 -4.769 -0.24
H 17.527 -18.607 -3.733 0.08
H 16.183 -17.590 -3.944 0.08
H 16.872 -17.775 -2.301 0.09
H 19.053 -16.806 -3.523 0.12
H 17.920 -15.794 -2.641 0.11
H 16.905 -15.776 -4.874 0.04
```

The orbital gap is 0.2228 Ha. The calculation puts the electronic energy at -2351.4552 hartree. As for the total charge: +1. For the LUMO energy, the calculation gives -0.27631 Eh. The value obtained for the energy relative to the best compared isomer or geometry (same formula, charge and spin) is 0.00 kcal per mole. The max |F| is 5.45 eV Å⁻¹.